23
Properties=species:S:1:pos:R:3:forces:R:3:mulliken_charge:R:1 method="wB97M-V/def2-TZVPD" gap_ev=9.21 multiplicity=1 homo_ev=-13.29 relative_energy_kj_mol=365.1 charge=+1
C 4.104087 -0.851491 -0.360743 -1.37 -0.35 -0.27 -0.105
C 2.964909 -0.477352 -0.345537 -0.90 1.44 0.00 -0.983
C 1.649288 0.250738 -0.272609 0.53 -2.91 -2.55 0.607
O 1.865326 1.593559 -0.072916 -3.70 0.41 -0.90 -0.458
C 0.862165 -0.553598 0.748351 -0.40 1.21 -0.29 -0.077
C -0.060070 -1.684592 0.347391 -0.73 -1.12 -0.39 -0.705
C -0.643006 -0.407723 0.881079 -1.69 0.29 2.17 -0.344
N -1.538565 0.455763 0.051978 -0.59 -0.11 -1.04 0.179
C -1.296356 1.904061 -0.032208 1.06 1.41 -0.45 -1.071
C -2.678155 0.082840 -0.469124 -0.45 -0.67 -1.09 0.206
O -2.975252 -1.231154 -0.456611 -0.57 1.09 -0.58 -0.407
H 4.760508 -1.594176 -0.651731 1.77 -0.62 -0.03 0.386
H 1.207982 0.107367 -1.305782 0.08 0.25 0.99 0.292
H 2.674211 1.605020 0.316822 3.86 0.95 1.92 0.356
H 1.512347 -0.597578 1.642288 -1.16 -0.38 -0.07 0.440
H -0.373673 -1.879713 -0.736137 1.11 0.37 1.52 0.222
H -0.092294 -2.623515 0.979215 -0.01 1.40 -0.78 0.266
H -1.148109 -0.297354 1.904640 1.30 -0.72 -1.25 0.292
H -2.117043 2.408484 0.465688 -0.05 0.22 -0.02 0.465
H -0.352324 2.191133 0.490813 -0.77 -0.54 -0.51 0.327
H -1.216563 2.265115 -1.108649 -0.09 -0.66 1.36 0.358
H -3.378295 0.913319 -0.991373 1.66 -2.22 1.30 0.356
H -3.731113 -1.579151 -1.024845 1.10 1.27 0.95 0.396

47
Properties=species:S:1:pos:R:3:forces:R:3:mulliken_charge:R:1 method="wB97M-V/def2-TZVPD" gap_ev=8.93 multiplicity=1 smiles=CC(C)(C)c1ccccc1OCCOCCSc1ncccn1 homo_ev=-8.28 relative_energy_kj_mol=245.4
C 2.108754 0.140536 -0.477622 0.05 0.03 0.13 -1.293
C 2.892053 0.601779 0.758806 0.13 -0.18 -0.14 2.659
C 4.102105 1.403598 0.266620 -0.23 -0.09 0.13 -2.410
C 3.422605 -0.612702 1.533382 -0.07 0.06 -0.05 -1.724
C 1.977979 1.417107 1.664993 0.00 -0.15 -0.05 0.039
C 2.257628 2.739051 1.978969 -0.06 -0.03 0.02 -0.526
C 1.437395 3.500008 2.796116 -0.07 0.14 0.11 -1.018
C 0.297678 2.937948 3.329490 0.08 0.10 -0.03 -0.630
C -0.011722 1.621358 3.039037 -0.15 -0.28 -0.01 -0.787
C 0.808356 0.858180 2.217124 -0.03 0.15 0.12 0.968
O 0.523298 -0.451200 1.930065 0.20 0.17 0.00 -0.065
C -0.769845 -0.944014 2.187717 -0.43 -0.24 -0.05 -0.709
C -0.904000 -2.271064 1.423586 0.31 0.08 0.06 -0.662
O -2.246612 -2.625804 1.173551 0.00 0.15 0.37 -0.442
C -2.727237 -2.394304 -0.126377 -0.19 0.04 -0.30 -0.597
C -3.126025 -0.950907 -0.442955 0.50 -0.01 -0.12 -0.795
S -1.721595 0.166270 -0.802396 -0.26 0.13 0.46 -0.048
C -1.300591 -0.330287 -2.414285 -0.16 -0.27 -0.22 0.312
N -0.271047 0.312007 -2.954342 0.09 0.33 0.40 -0.419
C 0.072481 -0.041201 -4.176098 -0.10 -0.26 -0.32 -0.080
C -0.602149 -1.033139 -4.880137 -0.06 0.02 0.15 -0.581
C -1.661549 -1.633709 -4.217220 0.27 0.05 -0.35 -0.170
N -2.013366 -1.292126 -2.989669 -0.18 -0.04 0.19 -0.385
H 1.693837 0.993547 -1.009369 -0.04 0.07 -0.10 0.416
H 1.291194 -0.511322 -0.193235 -0.10 -0.05 -0.07 -0.158
H 2.765424 -0.404015 -1.153433 0.11 -0.06 -0.11 0.536
H 4.720132 1.738556 1.096659 0.10 0.09 0.07 0.488
H 3.791574 2.263753 -0.321738 0.02 0.14 -0.06 0.453
H 4.714907 0.767557 -0.369426 0.03 -0.07 -0.05 0.448
H 4.088763 -1.196372 0.901070 0.10 -0.07 -0.08 0.440
H 3.977985 -0.283979 2.409776 0.09 0.00 0.10 0.381
H 2.606837 -1.249351 1.858194 0.03 -0.09 0.05 0.286
H 3.139101 3.209674 1.577398 0.12 -0.01 -0.08 0.431
H 1.695253 4.526304 3.010584 0.02 0.08 0.02 0.381
H -0.353696 3.511366 3.972260 -0.05 0.04 0.05 0.410
H -0.900025 1.187799 3.470573 -0.07 -0.08 0.02 0.379
H -0.925618 -1.111635 3.261792 0.00 0.11 -0.10 0.384
H -1.527785 -0.237880 1.827977 0.07 -0.08 0.11 0.451
H -0.466528 -3.080849 2.016274 0.01 0.08 -0.07 0.361
H -0.340464 -2.188190 0.487094 -0.03 0.01 0.05 0.291
H -2.007162 -2.743024 -0.878786 -0.11 -0.01 0.12 0.415
H -3.629532 -3.009803 -0.199124 0.08 0.04 -0.09 0.325
H -3.763363 -0.937624 -1.324719 -0.09 0.00 0.11 0.546
H -3.645485 -0.505455 0.403921 -0.05 0.03 0.00 0.493
H 0.915028 0.490887 -4.598434 0.06 -0.01 -0.12 0.405
H -0.319169 -1.318939 -5.878737 0.04 -0.03 -0.10 0.384
H -2.256380 -2.417326 -4.669624 0.04 -0.04 -0.14 0.417

23
Properties=species:S:1:pos:R:3:forces:R:3:mulliken_charge:R:1 method="wB97M-V/def2-TZVPD" gap_ev=9.18 multiplicity=1 smiles="C[NH+](C)[O-].C=C(C)C" homo_ev=-8.50 relative_energy_kj_mol=598.3
C 2.319091 -1.238615 2.155304 3.24 0.56 1.32 -0.842
N 1.246608 -0.965660 1.105556 0.53 0.17 1.74 0.315
C 1.344974 -1.822996 -0.047086 1.60 -3.07 -3.57 -0.808
O 0.056545 -1.055482 1.696870 -1.45 -0.31 0.46 -0.764
H 3.232568 -0.581602 2.050540 -1.06 -0.16 -0.59 0.310
H 2.101991 -1.083157 3.239912 -1.32 0.35 -1.31 0.333
H 2.848639 -2.207924 2.249723 -1.15 -0.18 -1.21 0.305
H 1.373370 -0.002096 0.799117 0.35 0.30 -0.14 0.267
H 1.220206 -2.915910 0.288447 0.52 1.74 -0.22 0.341
H 0.571667 -1.768668 -0.907661 0.80 0.94 2.04 0.203
H 2.386038 -1.677220 -0.624774 -2.03 -0.38 1.57 0.318
C -0.707082 1.047233 -2.326227 -1.07 -1.81 1.30 -1.188
C -1.450202 1.245281 -1.274493 -0.54 0.80 2.36 1.096
C -2.007063 0.168292 -0.401607 -3.57 -2.73 0.82 -1.063
C -1.702681 2.595703 -0.670710 0.08 2.12 0.13 -1.127
H -0.330480 1.775320 -2.903659 1.32 2.53 -1.97 0.411
H -0.548034 0.043561 -2.543582 0.54 -1.61 -0.92 0.275
H -2.194892 -0.877438 -0.932865 0.52 2.20 0.66 0.268
H -3.118389 0.485731 -0.034133 2.40 -0.64 -1.02 0.284
H -1.548070 -0.171466 0.578349 0.31 1.02 -1.21 0.226
H -0.853573 2.862931 0.009544 -1.01 -0.79 0.45 0.237
H -1.496655 3.495243 -1.337792 -0.99 -1.25 0.03 0.326
H -2.744577 2.648939 -0.168773 1.97 0.20 -0.72 0.277